Arrangement w

24
Properties=species:S:1:pos:R:3 method="wB97M-V/def2-TZVPD" orbital_gap_ha=0.35423
N -0.61 1.65 -0.03
C 0.95 0.96 0.21
C 1.77 1.84 1.17
C 0.65 -0.27 1.17
N -0.57 -1.05 0.92
C -0.35 -2.13 -0.08
C -0.17 -1.74 -1.54
H -0.26 2.60 0.04
H -0.14 0.82 -0.48
H 1.60 0.53 -0.55
H 2.36 2.55 0.58
H 2.46 1.31 1.82
H 1.10 2.48 1.73
H 1.49 -0.93 1.05
H 0.59 0.05 2.22
H -1.28 -0.48 0.46
H -1.17 -2.84 0.03
H 0.54 -2.68 0.21
H -0.92 -1.02 -1.85
H 0.83 -1.37 -1.77
H -0.28 -2.63 -2.16
H -3.61 0.82 -1.33
H -2.20 1.14 -0.77
O -2.79 0.39 -1.04

---

Arrangement x

24
Properties=species:S:1:pos:R:3 method="wB97M-V/def2-TZVPD" smiles=CNC[C@H](C)NC.O orbital_gap_ha=0.35651
C 1.72 1.33 2.13
N 1.23 0.69 0.93
C -0.23 0.55 0.90
C -0.61 -0.37 -0.25
C -2.07 -0.17 -0.66
N -0.25 -1.73 0.07
C 0.00 -2.56 -1.13
H 2.79 1.21 2.30
H 1.27 0.97 3.07
H 1.64 2.43 2.08
H 1.68 -0.21 0.83
H -0.57 0.14 1.86
H -0.64 1.55 0.74
H 0.03 -0.07 -1.06
H -2.70 -0.29 0.23
H -2.34 -0.92 -1.42
H -2.23 0.80 -1.13
H -0.88 -2.23 0.69
H 1.08 -2.53 -1.33
H -0.27 -3.59 -0.94
H -0.54 -2.21 -2.01
O 0.37 2.40 -2.28
H 0.68 3.15 -1.75
H 0.82 1.65 -1.88

---

Pick arrangement x: it beats the second-best structure by 0.1351 hartree.

---

Arrangement w

24
Properties=species:S:1:pos:R:3 method="wB97M-V/def2-TZVPD" smiles=CC(C)CNCN.O orbital_gap_ha=0.33709
C -0.87 1.40 -1.60
C -1.20 0.83 -0.21
C -2.44 -0.04 -0.19
C 0.11 0.17 0.35
N 0.04 -1.01 1.17
C 1.27 -1.33 1.94
N 2.32 -0.32 2.09
H -0.06 2.10 -1.70
H -1.00 0.58 -2.31
H -1.60 2.13 -2.02
H -1.43 1.77 0.38
H -2.12 -0.95 -0.72
H -3.22 0.37 -0.83
H -2.77 -0.45 0.77
H 0.54 -0.12 -0.62
H 0.65 1.05 0.69
H -0.76 -0.98 1.79
H 1.83 -2.16 1.47
H 0.83 -1.67 2.93
H 1.98 0.54 2.48
H 2.91 -0.29 1.28
O 1.45 -0.25 -2.48
H 2.42 -0.26 -2.51
H 1.12 -1.09 -2.14

---

Arrangement x

24
Properties=species:S:1:pos:R:3 method="wB97M-V/def2-TZVPD" smiles=CCCCNCN.O orbital_gap_ha=0.32139
C -1.89 0.85 -0.92
C -0.44 0.52 -1.27
C 0.58 1.35 -0.40
C 0.36 1.09 1.14
N 0.88 -0.17 1.60
C 0.01 -1.25 1.95
N -0.77 -1.96 0.93
H -1.84 1.96 -0.71
H -2.44 0.42 -0.13
H -2.55 0.83 -1.79
H -0.22 0.73 -2.34
H -0.31 -0.56 -1.22
H 1.65 1.21 -0.72
H 0.43 2.58 -0.42
H -0.59 1.39 1.49
H 1.02 1.95 1.62
H 1.76 -0.45 1.01
H 0.61 -2.07 2.41
H -0.75 -0.84 2.80
H -0.12 -2.23 0.23
H -1.53 -1.31 0.57
O 1.81 -1.61 -1.71
H 2.44 -1.02 -1.44
H 1.91 -1.42 -2.68

---

Arrangement y

24
Properties=species:S:1:pos:R:3 method="wB97M-V/def2-TZVPD" orbital_gap_ha=0.14535
C 0.49 0.36 -1.50
N 0.95 1.27 -0.31
C 0.52 -0.65 1.28
C 0.20 0.78 0.83
C -1.31 0.89 0.54
N -1.92 -0.27 -0.09
C -3.36 -0.12 -0.24
H -0.54 -0.04 -1.68
H 1.20 -0.50 -1.44
H 0.79 0.97 -2.36
H 1.97 1.05 -0.21
H 0.34 -0.81 2.40
H -0.08 -1.36 0.70
H 1.56 -0.86 1.04
H 0.49 1.38 1.71
H 3.28 -2.14 -0.94
H -1.65 0.83 1.60
H -1.54 1.88 0.25
H -3.68 -0.89 -0.98
H -3.94 -0.31 0.69
H -3.73 0.83 -0.59
H 2.75 -2.73 -0.94
H 3.93 0.50 0.28
O 3.25 -0.05 -0.06

---

Arrangement z

24
Properties=species:S:1:pos:R:3 method="wB97M-V/def2-TZVPD" smiles=CNCC[C@H](C)N.O orbital_gap_ha=0.34571
C 0.05 -2.89 0.91
N -0.43 -1.53 0.59
C 0.35 -0.78 -0.48
C -0.72 0.12 -1.11
C -0.46 1.61 -0.82
C -0.70 2.00 0.64
N -1.25 2.54 -1.69
H 0.62 -3.31 0.09
H 0.62 -2.88 1.85
H -0.76 -3.53 1.27
H -0.47 -0.98 1.44
H 0.97 -1.43 -1.08
H 1.01 -0.15 0.13
H -1.71 -0.03 -0.70
H -0.69 -0.17 -2.18
H 0.59 1.83 -1.04
H -0.96 3.03 0.67
H 0.12 1.69 1.28
H -1.60 1.48 0.98
H -1.50 1.99 -2.51
H -2.19 2.63 -1.30
O 3.28 -0.13 1.12
H 2.79 -0.19 0.29
H 3.04 -0.90 1.64

---

Pick arrangement z: it beats the second-best structure by 0.0086 hartree.

---

Arrangement w

24
Properties=species:S:1:pos:R:3 method="wB97M-V/def2-TZVPD" smiles=C[C@H](N)CN(C)C.O orbital_gap_ha=0.35801
C 1.21 -1.60 0.72
C 0.29 -0.47 1.05
N -0.97 -1.12 1.66
C -0.25 0.18 -0.25
N 0.47 1.39 -0.63
C 0.19 2.52 0.25
C 0.13 1.70 -2.06
H 2.21 -1.33 0.38
H 1.46 -2.36 1.50
H 0.74 -2.36 0.09
H 0.64 0.25 1.76
H -0.85 -1.09 2.67
H -1.78 -0.51 1.53
H -0.10 -0.52 -1.10
H -1.34 0.25 -0.15
H 0.77 2.32 1.16
H -0.86 2.72 0.50
H 0.65 3.44 -0.12
H 0.83 1.22 -2.74
H -0.89 1.30 -2.18
H 0.22 2.80 -2.21
O -0.99 -3.23 -0.63
H -1.42 -2.66 0.00
H -0.33 -2.80 -1.18

---

Arrangement x

24
Properties=species:S:1:pos:R:3 method="wB97M-V/def2-TZVPD" orbital_gap_ha=0.31201
C -0.76 -0.93 -0.61
C 2.00 0.06 -0.44
C 0.89 -0.40 1.69
C -0.50 -2.38 -0.34
N 0.74 -0.01 0.30
N -1.86 -0.31 -0.20
H -0.42 -0.60 -1.59
H -1.59 1.18 -0.02
H -2.31 -0.76 0.60
H 2.42 -0.94 -0.53
H 2.73 0.70 0.07
H 1.80 0.48 -1.42
H 1.52 0.31 2.25
H 1.35 -1.39 1.75
H -0.09 -0.43 2.16
H -1.07 -2.98 -1.05
H -0.79 -2.66 0.67
H 0.56 -2.62 -0.48
C -1.13 2.42 -0.11
O -0.36 2.42 -1.35
H -0.90 1.94 -2.00
H -0.48 2.91 0.62
H -2.00 3.08 -0.22
H 0.28 0.93 0.26

---

Pick arrangement w: it beats the second-best structure by 0.0583 hartree.

---

Arrangement w

18
Properties=species:S:1:pos:R:3 method="wB97M-V/def2-TZVPD" smiles=CCO.CCO orbital_gap_ha=0.39576
C -0.64 2.30 -1.97
C -1.13 1.10 -0.97
O -2.09 0.37 -1.65
H 0.45 2.45 -1.84
H -0.66 2.12 -3.06
H -1.23 3.17 -1.70
H -1.57 1.33 0.08
H -0.28 0.44 -0.87
H -2.91 0.28 -1.10
C 0.73 -0.33 1.79
C 1.01 -1.52 1.09
O 2.18 -2.07 1.56
H 1.72 0.21 1.91
H -0.08 0.27 1.28
H 0.53 -0.58 2.84
H 1.08 -1.37 -0.02
H 0.01 -2.18 1.09
H 2.45 -1.79 2.41

---

Arrangement x

18
Properties=species:S:1:pos:R:3 method="wB97M-V/def2-TZVPD" smiles="C=C(C)C.O.O" orbital_gap_ha=0.37417
C 1.13 -1.33 -1.05
C 0.58 -0.75 0.01
C -0.37 0.40 -0.26
C 0.43 -1.47 1.32
H 1.65 -2.28 -0.98
H 1.21 -0.84 -2.01
H -0.03 1.05 -1.06
H -1.37 0.06 -0.49
H -0.47 1.06 0.61
H 0.79 -2.49 1.24
H 1.03 -1.01 2.10
H -0.60 -1.44 1.67
O 1.58 1.94 1.98
H 1.63 1.06 1.61
H 1.39 1.79 2.92
O -2.82 1.03 -2.61
H -2.59 1.49 -1.80
H -3.16 1.73 -3.19

---

Pick arrangement x: it beats the second-best structure by 0.0468 hartree.

---

Arrangement w

18
Properties=species:S:1:pos:R:3 method="wB97M-V/def2-TZVPD" smiles=CCO.CCO orbital_gap_ha=0.40518
C -1.66 -2.48 -0.31
C -0.59 -1.58 0.28
O 0.72 -2.05 0.00
H -1.47 -2.62 -1.38
H -1.48 -3.49 0.06
H -2.67 -2.13 -0.13
H -0.72 -1.52 1.36
H -0.70 -0.58 -0.10
H 0.82 -2.89 0.45
C 0.96 1.71 0.74
C 1.11 2.16 -0.70
O 0.41 3.36 -0.95
H -0.09 1.77 1.04
H 1.36 0.72 0.92
H 1.44 2.45 1.39
H 0.76 1.38 -1.38
H 2.16 2.37 -0.92
H -0.36 3.42 -0.34

---

Arrangement x

18
Properties=species:S:1:pos:R:3 method="wB97M-V/def2-TZVPD" orbital_gap_ha=0.37150
C 0.85 1.06 1.90
O 1.41 1.99 2.65
O -0.28 0.52 2.40
H -0.67 -0.10 1.77
H 1.25 2.41 1.49
H 1.46 0.35 1.35
H 0.60 1.93 0.70
C -0.32 -1.28 -0.82
C 0.72 -0.58 -1.70
C -1.63 -0.50 -0.74
H 0.10 -1.43 0.18
H -0.51 -2.28 -1.21
H -1.47 0.50 -0.34
H 0.94 0.42 -1.32
H 0.35 -0.46 -2.72
H 1.65 -1.14 -1.75
H -2.09 -0.40 -1.73
H -2.36 -1.01 -0.09

---

Pick arrangement w: it beats the second-best structure by 0.1151 hartree.

---

Arrangement w

20
Properties=species:S:1:pos:R:3 method="wB97M-V/def2-TZVPD" smiles=CCC.CCO orbital_gap_ha=0.41483
C 0.39 -0.03 -4.40
C 1.45 -0.61 -3.47
C 2.22 -1.79 -4.07
H 0.09 0.96 -4.07
H -0.50 -0.64 -4.50
H 0.76 0.00 -5.43
H 1.03 -0.98 -2.55
H 2.16 0.18 -3.20
H 2.01 -2.72 -3.54
H 2.02 -2.00 -5.12
H 3.30 -1.65 -3.90
C -1.05 0.18 3.03
C -0.97 0.71 4.45
O -2.01 1.67 4.71
H -0.51 -0.73 2.82
H -2.08 -0.04 2.74
H -0.66 0.97 2.39
H -0.04 1.28 4.60
H -0.98 -0.04 5.21
H -2.85 1.31 4.41

---

Arrangement x

20
Properties=species:S:1:pos:R:3 method="wB97M-V/def2-TZVPD" smiles=CCC(C)C.O orbital_gap_ha=0.41378
C -1.27 -0.88 1.06
C -0.93 -0.06 -0.23
C -0.23 1.22 -0.16
C 0.61 1.46 -1.48
C 0.60 1.46 1.14
H -1.75 -0.50 1.84
H -1.98 -1.86 0.97
H -0.35 -1.29 1.53
H 0.07 -0.66 -0.73
H -1.76 0.06 -1.00
H -0.98 2.20 0.06
H 1.34 2.34 -1.42
H 0.03 1.63 -2.46
H 1.23 0.48 -1.74
H 0.57 2.49 1.50
H 1.74 1.27 1.00
H 0.30 0.81 1.92
O 0.93 -2.69 -0.33
H 1.23 -1.81 -0.52
H 0.13 -2.79 -0.35

---

Pick arrangement w: it beats the second-best structure by 0.0998 hartree.